# C3H4N2O3

An isolated molecule of C3H4N2O3 at a distorted geometry (ωB97M-V/def2-TZVPD, the Open Molecules 2025 dataset).

Each line ends with the Mulliken charge.
Geometry (Å):
O 1.581 -1.999 0.946  -0.52
C 0.669 -0.918 0.646  0.51
N -0.329 -0.423 1.269  -0.55
C -0.896 0.335 0.190  0.44
O -1.984 1.042 0.578  -0.52
C -0.117 0.505 -0.992  0.03
O -0.035 1.485 -1.891  -0.52
N 0.996 -0.261 -0.592  -0.23
H 1.608 -2.153 2.000  0.38
H -2.194 1.831 0.052  0.33
H 0.083 2.394 -1.462  0.32
H 1.410 -1.053 -1.457  0.33

The value obtained for the strongest force on any atom is 6.20 eV Å⁻¹. For the relative energy (zero: lowest compared OMol25 entry of this formula, charge and spin), the calculation gives 311.2 kJ/mol. As for the HOMO energy: -7.93 eV. Its SMILES is Oc1nc(O)c(O)[nH]1. For the LUMO energy, the calculation gives 0.32 eV. The value obtained for the molar mass is 116.08 g/mol. The calculation puts the HOMO-LUMO gap at 0.3034 Eh.

# C34H94N6O11

A cluster of 11 separate species, C34H94N6O11 in total at a distorted geometry (ωB97M-V/def2-TZVPD, the Open Molecules 2025 dataset).

Each line ends with the Mulliken charge.
Geometry (Å):
C -6.225 -3.674 3.656  -1.82
C -6.706 -2.314 4.352  1.36
C -8.073 -2.503 4.960  -1.84
C -5.674 -2.095 5.472  -1.12
C -5.805 -0.665 6.039  -0.78
C -5.690 0.385 4.902  -1.19
C -6.655 0.233 3.704  1.61
C -8.122 0.743 3.907  -1.51
C -5.952 1.072 2.620  -2.04
N -6.610 -1.233 3.346  0.36
O -7.334 -1.593 2.209  -0.50
H -5.334 -3.438 3.075  0.42
H -6.074 -4.523 4.323  0.42
H -7.022 -4.132 3.070  0.37
H -8.795 -2.605 4.149  0.40
H -8.105 -3.450 5.499  0.45
H -8.447 -1.696 5.590  0.29
H -5.778 -2.824 6.275  0.42
H -4.628 -2.151 5.169  0.40
H -6.697 -0.647 6.665  0.36
H -4.958 -0.573 6.719  0.39
H -4.657 0.557 4.600  0.45
H -5.912 1.351 5.355  0.45
H -8.710 0.882 2.999  0.34
H -8.133 1.765 4.286  0.41
H -8.744 0.196 4.615  0.28
H -5.817 2.078 3.018  0.39
H -6.682 1.101 1.812  0.50
H -5.018 0.741 2.166  0.36
H -6.694 -1.475 1.503  0.36
C 0.357 5.377 -4.295  -0.74
O 0.815 4.429 -5.235  -0.30
C 0.655 3.064 -4.956  -0.62
C 1.166 2.251 -6.159  0.55
C 0.191 2.193 -7.345  -1.40
N 1.595 0.920 -5.860  -0.81
H -0.686 5.196 -4.037  0.31
H 0.497 6.345 -4.775  0.24
H 0.899 5.426 -3.350  0.29
H 1.276 2.775 -4.109  0.25
H -0.353 2.831 -4.613  0.36
H 2.150 2.580 -6.490  0.28
H 0.452 1.463 -8.112  0.39
H 0.242 3.157 -7.850  0.33
H -0.842 1.945 -7.100  0.30
H 2.125 0.687 -6.688  0.29
H 2.318 0.974 -5.158  0.28
C 4.680 10.466 -1.920  -0.73
O 4.360 9.553 -0.973  -0.32
C 3.646 10.048 0.162  -0.69
C 3.122 8.970 1.087  0.42
C 2.402 9.657 2.266  -1.48
N 4.267 8.270 1.646  -0.74
H 3.753 10.664 -2.458  0.29
H 5.396 10.028 -2.615  0.24
H 5.167 11.353 -1.515  0.31
H 4.277 10.772 0.677  0.34
H 2.789 10.659 -0.121  0.37
H 2.405 8.248 0.696  0.31
H 3.007 10.427 2.747  0.34
H 2.121 8.893 2.990  0.36
H 1.568 10.269 1.924  0.39
H 4.763 7.943 0.829  0.30
H 4.910 8.902 2.100  0.27
C 7.041 -3.840 2.255  -0.72
O 7.428 -4.609 1.149  -0.33
C 6.771 -5.892 1.097  -0.79
C 6.491 -6.194 -0.388  0.60
C 5.737 -7.483 -0.563  -1.50
N 7.640 -6.153 -1.253  -0.67
H 6.032 -3.433 2.202  0.28
H 7.739 -3.052 2.538  0.26
H 7.055 -4.550 3.083  0.31
H 7.364 -6.676 1.568  0.29
H 5.840 -5.851 1.662  0.43
H 5.854 -5.409 -0.797  0.20
H 5.571 -7.691 -1.620  0.39
H 4.745 -7.586 -0.123  0.36
H 6.346 -8.307 -0.190  0.36
H 8.194 -6.966 -1.027  0.27
H 7.280 -6.452 -2.148  0.27
C -0.087 3.069 2.306  -0.84
O 0.065 1.672 2.269  -0.27
C 0.338 1.085 1.025  -0.71
C 0.435 -0.450 1.249  0.33
C 0.416 -1.218 -0.070  -1.30
N -0.686 -0.962 2.034  -0.62
H 0.794 3.348 2.884  0.27
H -1.023 3.212 2.847  0.24
H -0.099 3.639 1.377  0.36
H -0.485 1.370 0.371  0.37
H 1.208 1.558 0.569  0.40
H 1.340 -0.687 1.807  0.29
H -0.581 -1.244 -0.510  0.31
H 0.691 -2.258 0.111  0.31
H 1.187 -0.803 -0.718  0.36
H -0.856 -0.317 2.792  0.28
H -1.500 -0.921 1.437  0.23
C 0.418 -9.299 -8.742  -0.78
O 1.043 -8.162 -8.151  -0.32
C 0.057 -7.136 -7.808  -0.70
C 0.652 -5.797 -7.374  0.41
C 1.572 -5.907 -6.148  -1.42
N -0.406 -4.910 -7.041  -0.75
H 1.139 -10.111 -8.843  0.28
H 0.031 -9.169 -9.752  0.31
H -0.471 -9.672 -8.233  0.32
H -0.589 -6.990 -8.674  0.38
H -0.644 -7.435 -7.029  0.31
H 1.255 -5.438 -8.209  0.26
H 1.205 -6.467 -5.288  0.31
H 1.875 -4.929 -5.774  0.46
H 2.478 -6.419 -6.473  0.31
H -0.888 -5.376 -6.285  0.31
H 0.103 -4.199 -6.536  0.30
C -0.108 -6.461 2.603  -0.46
O 0.881 -5.475 2.981  -0.51
H -1.022 -6.200 3.136  0.21
H -0.173 -6.247 1.536  0.22
H 0.150 -7.514 2.718  0.23
H 0.498 -4.597 2.921  0.31
C -4.944 7.868 0.292  -0.50
O -5.240 9.215 0.658  -0.49
H -4.841 7.705 -0.781  0.24
H -3.917 7.789 0.648  0.24
H -5.540 7.176 0.887  0.21
H -4.875 9.735 -0.062  0.30
C 2.320 0.426 6.655  -0.46
O 3.488 -0.327 6.536  -0.50
H 2.469 1.454 6.325  0.25
H 1.578 -0.118 6.070  0.17
H 1.904 0.407 7.662  0.23
H 4.221 0.269 6.366  0.31
C -4.692 -0.640 -2.812  -0.58
O -4.801 -1.714 -1.941  -0.47
H -4.178 0.236 -2.417  0.21
H -4.083 -0.907 -3.675  0.27
H -5.654 -0.324 -3.216  0.28
H -4.883 -2.530 -2.440  0.29
C 6.759 2.079 2.908  -0.48
O 6.999 1.716 4.220  -0.47
H 5.713 1.902 2.660  0.17
H 7.088 3.095 2.688  0.24
H 7.376 1.388 2.333  0.25
H 7.954 1.813 4.233  0.30

The value obtained for the strongest force on any atom is 3.34 eV Å⁻¹. For the relative energy (zero: lowest compared OMol25 entry of this formula, charge and spin), the calculation gives 201.2 kJ/mol. As for the HOMO energy: -8.03 eV. Its SMILES is CC1(C)CCCC(C)(C)N1O.COC[C@H](C)N.COC[C@H](C)N.COC[C@H](C)N.COC[C@H](C)N.COC[C@H](C)N.CO.CO.CO.CO.CO. For the LUMO energy, the calculation gives 0.05 eV. The value obtained for the molar mass is 763.16 g/mol. The calculation puts the HOMO-LUMO gap at 0.2968 Eh.

# C8H18EuNO3P

A structure of composition C8H18EuNO3P at a distorted geometry (ωB97M-V/def2-TZVPD, the Open Molecules 2025 dataset).

Each line ends with the Mulliken charge.
Geometry (Å):
C 0.384 -1.905 1.104  -0.86
N 1.339 -2.230 0.022  0.14
C 0.649 -2.314 -1.307  -0.92
C 2.426 -1.386 -0.021  0.36
O 3.408 -1.743 -0.758  -0.66
C 2.554 -0.085 0.722  -1.40
P 1.205 1.282 0.020  0.14
C -0.158 2.455 -0.528  -1.01
C -1.405 2.122 0.328  -0.42
C -2.591 1.611 -0.483  -0.73
C -3.269 0.445 0.166  0.44
O -2.880 -0.069 1.135  -0.49
O -4.370 -0.016 -0.447  -0.47
H -0.073 -0.921 1.026  0.34
H 0.806 -2.006 2.101  0.30
H -0.429 -2.617 1.027  0.38
H -0.150 -1.578 -1.292  0.35
H 1.296 -2.071 -2.138  0.36
H 0.157 -3.270 -1.412  0.35
H 3.548 0.334 0.557  0.67
H 2.423 -0.153 1.804  0.60
H 0.537 0.229 -0.637  -0.01
H 2.220 1.942 -0.702  0.10
H 1.000 1.683 1.360  0.15
H 0.137 3.497 -0.426  0.54
H -0.331 2.263 -1.587  0.43
H -1.648 2.980 0.941  0.46
H -1.086 1.342 1.026  0.27
H -2.235 1.300 -1.460  0.28
H -3.341 2.386 -0.602  0.38
H -4.290 -0.975 -0.518  0.36
Eu 4.167 -2.535 0.977  1.56

As for the spin multiplicity: 8. The value obtained for the strongest force on any atom is 4.80 eV Å⁻¹. As for the HOMO energy (spin up / spin down): -15.27 / -15.28 eV. As for the charge: +2. Its expectation value of S² is 15.76. For the LUMO energy (spin up / spin down), the calculation gives -8.41 / -8.24 eV. The value obtained for the molar mass is 359.17 g/mol. The calculation puts the HOMO-LUMO gap (spin up / spin down) at 0.2519 / 0.2586 Eh.

# C21H27O2SiYb

A structure of composition C21H27O2SiYb at a distorted geometry (ωB97M-V/def2-TZVPD, the Open Molecules 2025 dataset).

Each line ends with the Mulliken charge.
Geometry (Å):
C -1.922 -0.912 2.584  -0.01
C -1.443 0.424 2.756  -0.85
C -1.789 1.167 1.600  -0.48
H -0.940 0.792 3.648  0.43
C -2.372 0.265 0.659  -0.16
C -2.384 -1.036 1.238  -1.33
H -2.677 -1.960 0.751  0.43
H -1.945 -1.678 3.337  0.55
H -1.736 2.241 1.486  0.43
H -2.829 0.536 -0.281  0.44
C 2.838 -0.446 0.035  -1.02
C 2.780 -1.421 1.064  -0.13
C 2.003 -2.527 0.588  -0.13
H 3.258 -1.395 2.042  0.33
C 1.560 -2.219 -0.727  -1.08
C 2.111 -0.952 -1.086  -0.15
H 2.092 -0.499 -2.085  0.47
H 3.377 0.506 0.062  0.39
H 1.845 -3.454 1.126  0.35
H 0.990 -2.865 -1.397  0.43
Yb 0.274 -0.612 1.029  1.32
O -0.629 1.939 -2.366  -0.32
C -0.798 3.322 -2.003  -0.39
C -1.600 2.710 -3.145  -0.04
H -1.320 3.487 -1.054  0.21
H 0.007 4.013 -2.283  0.28
H -2.652 2.484 -2.913  0.38
H -3.330 3.528 -5.040  0.32
C -2.310 3.478 -5.426  -0.50
C -1.286 3.048 -4.547  0.43
C 0.040 3.015 -5.023  -0.38
H 0.845 2.705 -4.354  0.34
C 0.320 3.368 -6.343  -0.51
H 1.346 3.317 -6.699  0.36
C -0.699 3.790 -7.198  -0.43
H -0.472 4.077 -8.222  0.36
C -2.014 3.854 -6.730  -0.47
H -2.815 4.201 -7.378  0.36
C 2.747 -3.155 4.108  -1.17
Si 0.921 -2.594 4.101  0.34
C -0.108 -4.194 3.927  -0.98
C 0.499 -1.512 5.606  -1.02
O 0.564 -1.674 2.827  -0.19
H 2.937 -3.810 4.975  0.38
H 3.439 -2.301 4.190  0.29
H 3.010 -3.729 3.203  0.29
H 0.048 -4.862 4.792  0.38
H -1.179 -3.942 3.852  0.29
H 0.185 -4.726 3.004  0.25
H 1.102 -0.590 5.566  0.26
H -0.561 -1.217 5.559  0.27
H 0.672 -1.984 6.587  0.38

As for the spin multiplicity: 2. The value obtained for the strongest force on any atom is 2.09 eV Å⁻¹. For the relative energy (zero: lowest compared OMol25 entry of this formula, charge and spin), the calculation gives 0.0 kJ/mol. As for the HOMO energy (spin up / spin down): -7.95 / -7.95 eV. Its expectation value of S² is 0.75. For the LUMO energy (spin up / spin down), the calculation gives -0.16 / -0.36 eV. The value obtained for the molar mass is 512.57 g/mol. The calculation puts the HOMO-LUMO gap (spin up / spin down) at 0.2864 / 0.2789 Eh.

Number 1: calculated total energy -12295.770 eV. Number 2: calculated total energy -68234.969 eV. Number 3: calculated total energy -44818.733 eV. Number 4: calculated total energy -65717.895 eV.